{
  "formula": "C4H8N2S",
  "method": "ωB97M-V with the def2-TZVPD basis set",
  "species": ["C", "C", "C", "C", "H", "H", "H", "H", "H", "H", "H", "H", "N", "N", "S"],
  "xyz": [[-0.19, -1.81, -0.41], [0.21, -0.45, 0.04], [0.38, 1.94, 0.82], [0.05, 0.69, -1.18], [0.82, -2.34, -1.13], [-1.21, -2.05, -0.90], [-0.47, -2.39, 0.64], [1.33, -0.41, 0.47], [-1.22, -0.59, 1.85], [0.81, 1.63, -0.13], [0.68, 3.03, 0.93], [-0.86, 1.63, -1.06], [-0.44, -0.17, 1.38], [-0.40, 1.19, 1.54], [0.51, 0.10, -2.86]],
  "nbo_charge": [-0.646, -0.158, -0.172, -0.316, 0.257, 0.243, 0.214, 0.227, 0.401, 0.160, 0.219, 0.261, -0.434, -0.211, -0.045],
  "lumo_ev": -1.16,
  "gap_ev": 7.4,
  "e_above_lowest_kcal_mol": 185.20,
  "molar_mass_g_mol": 116.2,
  "spin_multiplicity": 1
}